Here is a structure of composition C18H35BeCl6N2Na2O8PS2 at a distorted geometry from the OMol25 dataset. Energies are from ωB97M-V with the def2-TZVPD basis set.

```
75
Properties=species:S:1:pos:R:3:lowdin_charge:R:1
Cl -2.4474 4.6601 4.6874 0.557
Cl 7.6634 1.5725 -1.4269 -0.166
Cl -1.6040 3.8982 2.0091 0.557
Cl 0.3469 4.9098 3.9159 0.566
Cl -1.6421 6.7037 2.7793 0.546
Cl 3.4634 -5.7126 -2.7526 -0.177
S -0.1118 -0.6674 -1.2504 0.731
S -3.4061 0.7064 -0.9915 0.781
P 1.3239 -2.7110 -3.1967 0.819
Na 3.2204 2.3495 -0.5203 0.633
Na 3.1634 -0.6033 0.0927 0.641
O 2.4866 -2.8652 -4.4832 -0.377
O -4.5000 -7.9279 0.7622 0.330
O -3.7295 -0.7789 -0.6390 -0.466
O -3.5281 -7.9988 -1.0082 0.332
O -4.6796 1.6325 -0.9550 -0.385
O 5.8197 1.9893 -2.8158 -0.357
O -4.0800 -6.0340 -0.2365 0.227
O -4.1677 3.8374 -3.6119 -0.469
N 0.0322 0.8933 -3.4593 0.013
N -6.8366 -5.6003 -1.8331 0.128
C 0.8051 2.4637 7.0904 -0.104
C 2.3605 0.5675 -4.4299 -0.132
C 3.9680 0.7264 -4.1554 -0.126
C 1.4425 -1.0468 -2.2725 -0.676
C -4.0384 -7.2525 -0.1648 -0.927
C -2.5410 0.9043 -2.6642 -0.189
C -0.0339 0.6337 5.5255 -0.211
C 0.1644 1.2964 2.4623 -0.169
C -5.9100 -3.1612 -1.4590 -0.081
C -0.2938 2.0107 6.1416 -0.282
C -1.3366 5.0429 3.3479 -1.965
C 1.2816 1.5036 3.4717 -0.278
C -6.4277 -4.5238 -1.6680 -0.273
C 4.3592 1.7362 -2.9121 -0.270
C 1.4368 0.3709 -3.0918 -0.336
C -0.9404 0.4606 -2.5519 -0.350
C 1.2210 0.5290 4.6508 -0.214
C 1.8935 -4.0238 -1.8747 -0.565
Be -1.0366 -2.8987 -1.4187 0.423
H -6.7199 -2.4394 -1.3088 0.087
H 1.7197 1.1431 -2.2279 0.101
H 0.2832 1.9897 1.6220 0.024
H 1.9422 1.5155 -5.0232 0.137
H -2.5096 1.1580 0.0207 0.082
H -0.1890 1.5396 -4.2586 0.183
H -3.1202 0.3458 -3.5173 0.156
H -0.9121 0.3413 4.9381 0.106
H 4.0169 1.2990 -1.8717 0.021
H 4.4534 -0.3357 -4.0566 0.138
H 2.4804 -1.0477 -1.7329 0.039
H 6.0149 2.2354 -1.8442 -0.148
H 0.9383 1.7447 7.9048 0.081
H 0.5449 3.4306 7.5322 0.076
H 1.2703 2.5384 3.8272 0.039
H 4.4310 1.2268 -5.1346 0.153
H 2.2414 1.3647 2.9583 0.085
H 3.7422 2.7358 -3.0925 0.139
H 1.7617 2.5825 6.5735 0.067
H -0.8195 1.4810 2.9045 0.048
H 0.1789 0.2778 2.0630 0.060
H 1.7162 -5.1051 -2.2846 -0.079
H 1.2893 -0.4969 4.2677 0.109
H 1.4077 -3.8113 -0.8266 0.000
H -0.4340 2.7617 5.3563 0.022
H 3.0704 -3.9259 -1.7082 -0.027
H -4.3916 3.3988 -2.8115 -0.215
H -5.2603 -3.1059 -0.5791 0.068
H -2.6001 2.0660 -2.9290 0.099
H -1.2375 1.9677 6.6987 0.112
H 0.0468 -0.1062 6.3327 0.117
H 2.1368 -0.3634 -5.1336 0.133
H -5.3233 -2.8153 -2.3166 0.077
H 2.1113 0.6761 5.2730 0.108
H 2.5581 -3.8595 -4.7089 0.064
```

Summary:
Spin multiplicity = 1
Electronic energy = -153897.263 eV
HOMO level = -6.79 eV
LUMO energy = -5.19 eV

***

Here is a cluster of 3 separate species, C18H35Br4FN3O in total at a distorted geometry from the OMol25 dataset. Energies are from ωB97M-V with the def2-TZVPD basis set.

```
62
Properties=species:S:1:pos:R:3:nbo_charge:R:1
Br -6.4962 -4.6336 0.7325 0.006
Br 7.9630 -0.7347 -2.4307 -0.019
Br -3.5002 -2.8709 -0.4709 -0.032
Br 6.0782 0.8007 -5.2153 -0.001
F 1.6431 -0.4336 -0.5072 -0.329
O -5.1172 1.0627 1.1787 -0.531
N -0.6064 -0.8520 0.8933 -0.608
N 1.0143 1.5347 0.4417 -0.538
N 5.0383 0.3436 0.1065 -0.606
C 7.8348 1.1320 -2.9668 -0.445
C 4.1087 -0.4053 0.5253 0.314
C 6.4509 1.4903 -3.4378 -0.454
C 4.1090 -1.8976 0.3462 -0.701
C -4.5637 1.5705 -0.0142 -0.059
C -5.1264 -3.3530 -1.4338 -0.432
C -0.5005 1.6242 0.4820 -0.041
C -2.4220 2.7015 -0.8565 -0.406
C 0.3926 -2.6653 2.9331 -0.340
C -3.4757 2.6145 0.2712 -0.434
C -0.9954 2.8414 -0.3229 -0.417
C 1.5818 0.1564 0.7216 0.553
C -6.3498 -3.2013 -0.5693 -0.459
C 1.1682 -1.8580 2.2102 -0.213
C 3.0069 0.3257 1.2777 -0.522
C 0.6083 -0.5691 1.6452 -0.146
C -4.5229 -0.1383 1.6215 -0.272
C -1.1183 0.2860 0.1055 -0.272
H -7.2486 -3.2605 -1.1785 0.239
H -0.7334 1.8218 1.5303 0.215
H -0.3562 -2.2530 3.6067 0.198
H 4.7854 -2.1716 -0.4621 0.245
H 6.3498 2.5705 -3.5148 0.231
H -5.1741 -2.6770 -2.2843 0.230
H 3.1225 -2.2931 0.1099 0.236
H -5.2443 -0.7527 2.1585 0.208
H -4.9824 -4.3691 -1.7851 0.240
H 8.0894 1.7077 -2.0798 0.232
H 1.3424 1.8582 -0.4736 0.448
H -3.9049 3.5923 0.4750 0.232
H -2.6235 3.6065 -1.4332 0.234
H -3.7018 0.0857 2.3236 0.147
H 1.3706 2.1996 1.1290 0.442
H -4.0977 -0.7265 0.7998 0.175
H -2.1938 0.3374 0.2312 0.250
H 2.2126 -2.1095 2.0810 0.218
H -0.2922 3.1122 -1.1186 0.212
H -2.4924 1.8696 -1.5593 0.210
H 3.0222 0.0791 2.3429 0.252
H -2.9713 2.2501 1.1729 0.186
H 0.4216 0.0986 2.5097 0.193
H -0.9005 0.0825 -0.9494 0.210
H 4.4520 -2.3984 1.2560 0.240
H 5.7397 -0.2209 -0.3763 0.353
H -4.1642 0.7728 -0.6536 0.159
H -5.3857 2.0203 -0.5775 0.199
H 0.4822 -3.7433 2.8930 0.227
H -1.3455 -1.1519 1.5159 0.386
H 8.5920 1.2855 -3.7284 0.239
H 5.6797 1.0975 -2.7825 0.223
H -0.9972 3.7012 0.3553 0.225
H -6.3508 -2.2704 -0.0109 0.227
H 3.2951 1.3774 1.2101 0.240
```

Summary:
Spin multiplicity = 1
Electronic energy = -308630.446 eV
Net charge = +1
HOMO level = -11.96 eV
LUMO energy = -2.89 eV

***

Here is a cluster of 3 separate species, C18H35BrNO9P in total at a distorted geometry from the OMol25 dataset. Energies are from ωB97M-V with the def2-TZVPD basis set.

```
65
Properties=species:S:1:pos:R:3:nbo_charge:R:1
Br 6.0976 5.1469 4.0527 -0.024
P 0.1495 2.8668 0.7596 2.365
O 1.5007 4.1530 6.0341 -0.497
O -1.2634 3.5678 0.4973 -0.981
O -0.1666 1.4886 1.4977 -0.995
O -2.9916 -8.7291 -4.8009 -0.551
O 3.3257 3.6480 4.7671 -0.535
O -2.2872 -1.8625 -3.1827 -0.551
O -1.8682 -6.5456 -3.1815 -0.553
O 0.9113 2.5771 -0.4695 -1.142
O -1.4279 0.2539 -1.3263 -0.574
N 2.5954 2.1189 2.0995 -0.864
C -1.9127 -7.9051 -2.7757 -0.088
C 4.5109 7.4119 4.7130 -0.634
C -1.3431 -2.6969 -2.5287 -0.258
C -1.8613 -8.8603 -3.9530 -0.089
C -3.1515 -5.9466 -3.2597 -0.263
C -2.6835 0.2270 -1.9880 -0.087
C 2.0223 3.2869 2.8155 0.150
C -1.2704 2.7294 4.3240 -0.213
C -2.7541 -7.8935 -5.9221 -0.258
C 4.5878 6.3266 3.6099 -0.208
C -3.1494 -1.1869 -2.2829 -0.088
C 1.9842 3.5685 5.1409 0.821
C -0.3298 0.4585 -2.2129 -0.260
C 1.3705 2.6338 4.0705 -0.425
C 3.2891 4.0647 3.3973 0.088
C 1.1339 4.0107 1.8124 -0.814
C -0.0825 2.7375 4.2191 0.001
C 3.2232 5.5951 3.4363 -0.468
H 1.7054 4.6331 1.1270 0.265
H 4.0908 3.7419 2.7428 0.220
H 4.3597 8.4047 4.2898 0.218
H -1.8883 2.9130 0.1603 0.516
H -1.0310 -8.0783 -2.1507 0.185
H -0.4356 -0.0969 -3.1469 0.177
H -3.0733 -5.0641 -3.8947 0.194
H -1.8079 -3.6503 -2.2615 0.172
H -2.2642 2.5146 4.6152 0.239
H 0.4089 4.6206 2.3641 0.263
H -0.9316 -2.2323 -1.6306 0.179
H -2.1643 -7.0119 -5.6652 0.182
H -1.8667 -9.8848 -3.5693 0.186
H -0.2322 1.5222 -2.4339 0.194
H 1.6960 1.6033 4.1447 0.277
H -3.8969 -6.6173 -3.6910 0.184
H -4.1312 -1.1340 -2.7643 0.185
H -0.9372 -8.7227 -4.5238 0.173
H 2.5578 5.9668 4.2158 0.227
H -2.6434 0.8218 -2.9060 0.178
H -3.2649 -1.7584 -1.3564 0.172
H 0.0976 0.7530 0.9356 0.528
H -2.2343 -8.4584 -6.7032 0.169
H -2.7975 -8.0949 -2.1602 0.173
H 2.9843 2.3606 1.1956 0.380
H -0.5245 -2.8874 -3.2217 0.193
H 5.4583 7.4032 5.2492 0.231
H 4.8299 6.7970 2.6617 0.214
H 0.5768 0.1260 -1.7121 0.192
H -3.7187 -7.5675 -6.3088 0.190
H 3.7429 7.1791 5.4501 0.217
H 3.2721 1.6290 2.6681 0.365
H 2.7950 5.9632 2.4960 0.215
H -3.4103 0.6969 -1.3167 0.176
H -3.4804 -5.6361 -2.2620 0.166
```

Summary:
Spin multiplicity = 1
Electronic energy = -118480.165 eV
HOMO level = -9.32 eV
SMILES = C#C[C@@H]1C(=O)O[C@H](C[C@@H](C)Br)[C@]1(N)CP(=O)(O)O.COCCOC.COCCOC
LUMO energy = 0.55 eV

***

Here is a structure of composition C18H35N2O10PPd at a distorted geometry from the OMol25 dataset. Energies are from ωB97M-V with the def2-TZVPD basis set.

```
67
Properties=species:S:1:pos:R:3:nbo_charge:R:1
Pd -0.1516 -0.2386 -0.3300 0.055
P -0.0196 -1.7780 2.4380 2.557
O -1.9706 -1.1317 -2.0158 -0.695
O -0.0291 -2.8810 3.4488 -1.198
O -0.4634 2.1749 3.0989 -0.716
O 3.8043 1.9778 -1.7235 -0.782
O 2.2265 0.4781 -1.2544 -0.783
O 0.0642 -0.3779 2.9557 -1.196
O -1.2383 -1.9232 1.3430 -0.823
O 0.5713 2.4564 -0.1706 -0.543
O 1.0738 -2.0462 1.2391 -0.833
O -1.5200 1.3426 1.3184 -0.619
N -1.6349 0.9291 -2.8878 -0.483
N -0.1311 -0.8715 -3.2999 -0.478
C -0.0646 1.0874 -4.7103 -0.414
C 3.0668 -2.4183 0.0752 -0.632
C -3.4527 -2.0446 0.5288 -0.609
C -2.9985 -1.4743 2.9243 -0.656
C 2.6915 1.6229 -1.3017 0.745
C 3.1047 -1.3501 2.3395 -0.640
C 2.4125 -2.3959 1.4621 0.278
C -0.4919 1.7054 1.8245 0.842
C 1.7631 2.8123 -0.8361 -0.186
C -0.7587 1.8388 -3.5889 -0.192
C 0.8240 1.9093 1.1148 -0.194
C 0.7567 -0.0046 -4.0462 -0.213
C -2.5306 -2.3046 1.7252 0.275
C -2.5314 -3.7980 2.0705 -0.649
C -2.3824 1.5494 -1.8095 -0.414
C 0.5043 -2.0066 -2.6409 -0.409
C -1.2179 -0.3682 -2.6208 0.778
C 2.5153 -3.7816 2.1183 -0.644
H -2.2283 -4.3640 1.1932 0.199
H 0.1815 -2.0369 -1.5819 0.241
H 2.3565 3.5051 -0.2129 0.161
H -3.5218 -4.1225 2.3862 0.176
H 1.4579 3.3504 -1.7426 0.178
H 2.5110 -1.1966 3.2366 0.229
H 0.2243 -2.9426 -3.1396 0.166
H 1.2858 0.9075 1.0287 0.248
H 4.1492 -2.5247 0.1574 0.183
H -4.0529 -1.6585 3.1413 0.182
H 3.5611 -4.0368 2.2939 0.178
H 2.0640 -4.5316 1.4712 0.198
H -1.3749 2.6614 -3.9799 0.175
H -0.8165 0.6427 -5.3718 0.192
H -3.3429 1.9297 -2.1806 0.157
H 4.1113 -1.6733 2.6038 0.184
H -1.7966 2.3628 -1.3719 0.206
H -1.1370 1.6860 3.5925 0.495
H 2.8285 -1.4818 -0.4329 0.275
H -4.4927 -2.2446 0.7962 0.174
H -2.8566 -0.4254 2.6766 0.234
H 1.2756 -0.6159 -4.7962 0.176
H 1.5849 -1.8775 -2.6622 0.207
H -2.5477 0.8003 -1.0302 0.262
H 2.6605 -3.2442 -0.5077 0.191
H -2.3844 -1.7144 3.7902 0.226
H -3.3355 -1.0113 0.2147 0.233
H 1.9668 -3.7691 3.0547 0.252
H 0.5715 1.7546 -5.2971 0.198
H 3.1640 -0.4149 1.7883 0.221
H 1.4758 2.5783 1.7026 0.171
H -3.1523 -2.6660 -0.3107 0.223
H -1.8022 -3.9660 2.8566 0.258
H -0.0042 2.2588 -2.9099 0.192
H 1.5065 0.4463 -3.3848 0.233
```

Summary:
Spin multiplicity = 1
Electronic energy = -55462.270 eV
Energy above the lowest of the compared OMol25 structures with the same formula, charge and spin = 80.5 kJ/mol
Net charge = -2
HOMO level = -0.10 eV
LUMO energy = 5.15 eV

***

Question: spin multiplicity of number 4 (C18H35N2O10PPd)?
Answer: 1